Molecular formula: C4H13N2
Method: DFT, ωB97M-V/def2-TZVPD

```
19
Properties=species:S:1:pos:R:3:forces:R:3
C 1.388 0.845 -1.212 0.5 0.4 1.7
N 1.462 -0.196 -0.124 0.5 0.3 -1.7
C 0.972 0.200 1.168 -0.2 0.3 0.8
C -0.554 0.344 1.022 0.9 -0.6 -0.7
N -0.910 -0.707 0.015 -1.6 -1.1 0.9
C -2.256 -0.510 -0.641 0.9 0.3 -0.4
H 2.370 0.809 -1.671 -0.4 0.1 -0.7
H 0.538 0.756 -1.883 0.1 -0.4 -0.3
H 1.298 1.830 -0.743 0.1 0.1 -0.1
H 2.422 -0.506 -0.151 -0.1 -0.3 0.6
H 1.218 -0.563 1.904 0.1 0.0 0.0
H 1.348 1.168 1.519 0.2 -0.1 0.0
H -1.113 0.166 1.931 -0.1 0.4 0.1
H -0.701 1.320 0.564 -0.7 -0.1 0.1
H -1.024 -1.615 0.472 0.2 0.2 0.5
H 0.046 -0.865 -0.455 -0.2 0.3 -0.7
H -2.093 0.100 -1.521 -0.3 0.2 -0.1
H -2.687 -1.462 -0.935 0.2 -0.1 0.0
H -2.900 -0.020 0.082 -0.1 0.1 -0.1
```
Forces are in eV/Å.

As for the net charge: +1. As for the total energy: -269.4459 Ha. As for the SMILES: CNCC[NH2+]C. Its spin multiplicity is 1. Its HOMO energy is -14.21 eV.

Molecular formula: C24H61GaIO9
Method: DFT, ωB97M-V/def2-TZVPD

```
96
Properties=species:S:1:pos:R:3:forces:R:3
C -0.839 3.166 4.863 0.1 0.0 0.1
C -0.397 4.108 4.236 0.1 -0.2 -0.3
Ga 0.355 5.368 2.820 -0.1 0.2 0.2
C 2.131 4.653 2.193 0.1 0.1 0.0
C 2.939 5.639 1.326 0.1 -0.1 0.1
C 3.099 5.201 -0.131 0.1 -0.1 0.1
I 1.948 6.298 -1.563 -0.1 0.1 -0.1
C -1.021 5.574 1.335 0.2 0.0 0.0
O -0.793 4.778 0.138 -0.1 0.0 0.1
C -1.543 3.607 0.107 0.1 0.0 -0.2
C -1.043 2.495 0.997 0.0 0.0 0.3
O 0.195 1.999 0.507 -0.2 -0.1 -0.3
C 0.565 0.768 1.064 0.1 -0.5 0.3
C 1.408 0.876 2.326 0.0 0.2 -0.1
H -1.179 2.330 5.425 -0.1 0.0 0.1
H 0.632 6.801 3.525 0.0 0.0 0.0
H 2.701 4.448 3.104 0.0 -0.1 0.0
H 2.044 3.701 1.671 -0.1 -0.1 0.0
H 2.530 6.650 1.372 0.0 0.0 0.0
H 3.957 5.721 1.722 0.0 0.1 0.0
H 2.809 4.164 -0.267 -0.1 0.0 -0.1
H 4.117 5.331 -0.485 0.0 0.0 0.0
H -0.983 6.615 1.006 0.0 0.0 -0.1
H -2.043 5.404 1.683 0.0 0.0 0.0
H -1.533 3.245 -0.927 0.0 0.0 0.0
H -2.591 3.802 0.387 0.0 0.0 0.0
H -0.952 2.840 2.031 0.1 0.0 0.0
H -1.789 1.685 0.984 0.0 0.0 0.0
H -0.329 0.176 1.309 -0.1 0.0 -0.1
H 1.115 0.206 0.301 0.1 0.1 -0.1
H 2.242 1.557 2.172 0.1 0.0 0.0
H 0.816 1.270 3.152 0.0 0.0 0.1
H 1.804 -0.108 2.587 0.0 0.0 0.1
C -5.847 7.468 1.281 0.1 0.0 0.0
C -5.252 6.167 1.790 0.0 0.0 0.0
O -4.071 6.367 2.547 -0.1 0.1 0.0
H -5.112 8.005 0.680 0.0 0.0 0.0
H -6.732 7.281 0.669 0.0 0.0 0.0
H -6.140 8.112 2.114 0.0 0.0 0.0
H -4.953 5.535 0.954 0.0 0.0 0.0
H -5.997 5.614 2.375 0.0 0.0 0.0
H -4.278 6.911 3.313 0.0 0.0 0.0
C -1.445 -2.186 -1.144 -0.1 0.0 0.0
C -0.286 -1.661 -1.971 0.0 0.0 0.2
O -0.436 -0.289 -2.299 -0.1 0.0 0.0
H -2.384 -2.052 -1.684 0.0 0.0 0.0
H -1.305 -3.243 -0.919 0.0 0.0 0.0
H -1.521 -1.638 -0.201 0.0 0.0 0.0
H -0.215 -2.211 -2.909 0.0 0.1 -0.1
H 0.656 -1.817 -1.431 0.0 0.0 0.0
H -0.478 0.204 -1.470 0.1 0.2 -0.1
C 0.294 -7.516 -1.153 0.1 0.0 0.1
C -0.309 -6.252 -1.734 0.1 0.0 -0.1
O 0.350 -5.079 -1.272 0.0 -0.1 0.0
H 0.260 -7.481 -0.063 0.0 0.0 0.0
H -0.239 -8.405 -1.494 0.0 0.0 0.0
H 1.340 -7.609 -1.454 0.0 0.0 0.0
H -1.349 -6.143 -1.425 0.0 0.0 0.0
H -0.287 -6.289 -2.829 0.0 -0.1 0.0
H 1.274 -5.126 -1.539 0.0 0.0 0.0
C -2.237 2.587 -4.031 0.0 0.0 0.0
C -3.408 2.053 -3.231 0.0 0.1 0.0
O -4.419 3.045 -3.048 0.0 -0.1 0.1
H -1.816 3.461 -3.532 0.0 0.0 0.0
H -1.454 1.834 -4.132 0.0 0.0 0.0
H -2.560 2.891 -5.031 0.0 0.0 0.0
H -3.080 1.769 -2.232 0.0 0.0 0.0
H -3.844 1.167 -3.706 0.1 0.0 0.0
H -4.716 3.322 -3.919 0.0 0.0 0.0
C 3.739 -8.877 0.691 -0.1 0.0 0.0
C 4.834 -8.336 -0.207 0.0 0.0 0.0
O 4.628 -6.972 -0.553 0.0 0.0 0.0
H 2.766 -8.758 0.214 0.0 0.0 0.0
H 3.891 -9.936 0.906 0.0 0.0 0.0
H 3.712 -8.340 1.642 0.0 0.0 0.0
H 4.848 -8.872 -1.156 0.0 0.0 0.0
H 5.815 -8.468 0.262 0.0 0.0 0.0
H 4.621 -6.450 0.255 0.0 0.0 0.0
C -2.045 -5.794 -5.639 0.0 0.0 0.1
C -1.678 -7.063 -6.381 0.0 0.0 0.0
O -1.342 -8.131 -5.498 0.0 0.0 0.0
H -1.225 -5.483 -4.992 0.0 0.0 0.0
H -2.267 -4.981 -6.331 0.0 0.0 0.0
H -2.926 -5.954 -5.012 0.0 0.0 0.0
H -0.791 -6.907 -6.994 0.0 0.0 0.0
H -2.493 -7.366 -7.048 0.0 0.0 0.0
H -2.106 -8.308 -4.942 0.0 0.0 0.0
C 3.756 0.192 5.344 0.0 0.1 0.0
C 4.973 0.574 4.521 0.0 0.0 0.0
O 4.879 1.871 3.958 0.1 0.0 0.0
H 2.850 0.281 4.745 0.0 0.0 0.0
H 3.844 -0.833 5.708 0.0 0.0 0.0
H 3.647 0.852 6.208 0.0 0.0 0.0
H 5.079 -0.096 3.667 0.0 0.0 0.0
H 5.882 0.480 5.130 0.0 0.0 0.0
H 4.736 2.512 4.661 -0.1 0.0 0.0
```
Forces are in eV/Å.

As for the net charge: -1. As for the total energy: -3850.4978 Ha. Its spin multiplicity is 1. Its HOMO energy is -4.20 eV.

Molecular formula: C19H26BrF8N2O8PSSi2
Method: DFT, ωB97M-V/def2-TZVPD

```
68
Properties=species:S:1:pos:R:3:forces:R:3
C 2.455 0.092 3.806 0.2 0.0 0.0
C 2.602 1.524 3.293 0.0 -0.1 0.2
C 3.649 1.600 2.164 -0.9 -0.7 -0.2
Br 4.818 3.130 2.368 0.3 0.1 0.0
Si 2.800 1.595 0.467 0.4 0.6 0.5
N 4.011 1.194 -0.691 -0.2 0.0 0.1
C 2.181 3.310 0.064 -0.3 0.1 -0.2
C 0.706 3.415 -0.286 0.1 0.2 -0.1
O -0.030 3.307 0.930 -0.2 -0.2 0.1
C -1.324 2.781 0.735 0.4 0.1 -0.2
C -2.208 3.202 1.916 0.2 0.6 0.4
F -1.554 4.103 2.713 -0.4 -0.3 -0.3
F -3.355 3.838 1.491 0.4 -0.4 0.1
C -2.630 2.066 2.879 0.2 0.0 0.2
F -3.461 2.590 3.825 0.3 -0.1 -0.4
F -1.502 1.629 3.501 -0.5 0.1 -0.2
C -3.348 0.823 2.271 -0.4 -0.5 0.6
F -2.440 -0.050 1.785 -0.6 0.5 -0.1
F -3.992 0.211 3.311 0.3 0.2 -0.4
C -4.434 1.151 1.227 0.1 -0.1 -0.3
F -5.230 0.067 1.061 0.3 0.4 0.0
F -3.841 1.452 0.042 -0.2 -0.1 0.4
O 1.567 0.494 0.596 0.5 -0.1 -0.4
Si 1.389 -0.780 -0.468 -0.5 -0.5 -0.1
N 2.774 -1.846 -0.491 0.0 0.2 -0.1
C -0.107 -1.705 0.115 0.1 0.0 0.7
C 0.223 -2.492 1.389 0.3 0.3 -0.5
O -0.858 -2.545 2.347 0.2 -0.4 0.4
C -0.835 -1.555 3.245 -0.3 -0.1 1.0
O -1.183 -1.695 4.400 0.2 0.1 -1.3
P 0.908 -0.065 -2.549 -0.9 -0.4 -0.2
S -0.873 0.811 -2.502 0.0 0.4 0.2
H 1.837 0.046 4.705 -0.1 0.0 -0.1
H 2.036 -0.562 3.043 -0.1 0.0 0.0
H 3.438 -0.315 4.064 0.0 0.0 0.1
H 1.627 1.878 2.940 0.1 0.2 0.1
H 2.906 2.149 4.135 0.0 0.1 -0.1
H 4.247 0.687 2.214 0.4 0.3 0.1
H 4.515 0.338 -0.505 0.0 -0.1 -0.1
H 3.743 1.230 -1.664 0.1 0.0 -0.1
H 2.766 3.678 -0.785 0.0 0.0 0.0
H 2.372 4.001 0.889 0.1 -0.1 0.0
H 0.495 4.399 -0.726 -0.1 0.0 0.0
H 0.384 2.664 -1.013 0.0 -0.1 0.1
H -1.767 3.150 -0.194 -0.1 0.1 0.1
H -1.262 1.695 0.643 -0.2 -0.1 0.0
H -5.030 2.004 1.563 -0.1 -0.1 -0.1
H 2.627 -2.684 0.057 0.1 0.0 0.1
H 2.947 -2.174 -1.437 0.1 0.0 0.0
H -0.854 -0.951 0.369 -0.1 -0.1 -0.3
H -0.483 -2.366 -0.666 -0.3 0.2 -0.2
H 0.477 -3.523 1.140 -0.3 0.0 0.1
H 1.105 -2.090 1.905 -0.1 0.0 0.1
H -0.519 -0.587 2.827 0.3 -0.2 0.2
H 0.876 -1.279 -3.351 0.4 -0.2 -0.2
H 1.916 0.808 -3.022 0.2 -0.2 0.0
C -0.317 -3.722 -6.051 0.2 0.0 -0.2
C -0.096 -3.224 -4.779 -0.3 -0.1 0.1
C -1.305 -3.182 -3.818 -0.1 0.0 0.0
O -1.095 -2.806 -2.642 0.3 0.2 0.2
C -2.563 -3.557 -4.300 -0.2 0.1 0.3
C -2.818 -4.050 -5.596 0.1 0.0 -0.2
C -1.578 -4.187 -6.534 0.2 0.0 0.0
O -1.712 -4.681 -7.657 -0.2 0.0 0.0
O -3.926 -4.384 -6.037 0.0 0.0 0.0
O 1.011 -2.818 -4.316 0.3 0.4 0.0
H 0.508 -3.785 -6.755 0.1 0.0 0.1
H -3.387 -3.453 -3.600 -0.1 -0.1 -0.1
```
Forces are in eV/Å.

As for the net charge: -2. As for the total energy: -6142.7491 Ha. Its spin multiplicity is 1. Its HOMO energy is -0.80 eV.